19
Properties=species:S:1:pos:R:3:forces:R:3:lowdin_charge:R:1 method="wB97M-V/def2-TZVPD" orbital_gap_ev=6.81 e_homo_ev=-2.9 spin_multiplicity=1 relative_energy_ev=0.874 total_charge=-1 lumo_ev=3.880
C 2.609 0.232 -0.008 0.35 0.95 -1.47 -0.082
C 1.259 0.698 -0.568 -1.09 -0.48 0.13 -0.508
C 1.073 2.186 -0.401 1.15 1.68 0.39 -0.105
N 0.145 0.003 0.041 0.00 -0.85 0.56 -0.048
C -1.291 0.431 -0.150 -0.52 -0.49 0.04 -0.495
O -2.185 -0.586 -0.143 1.02 -0.09 -0.38 -0.332
H 2.786 0.263 1.062 -0.49 -0.17 0.12 0.070
H 3.254 0.986 -0.471 0.66 -0.04 0.22 0.055
H 2.928 -0.697 -0.483 -0.18 -0.31 0.46 0.064
H 1.282 0.445 -1.644 0.19 0.37 -0.18 0.126
H 1.261 2.511 0.631 -0.68 -0.47 0.30 0.078
H 0.141 2.622 -0.755 -0.16 -0.44 0.14 0.060
H 1.862 2.815 -0.854 -0.02 -0.63 -0.60 0.064
H 0.162 -0.964 -0.265 0.07 -0.08 0.06 0.088
H -1.338 0.970 -1.130 0.00 0.52 0.27 0.083
H -1.489 1.051 0.743 0.08 0.88 -0.42 0.087
H -1.369 -1.894 0.509 -0.83 -0.06 0.49 -0.032
H -2.361 -2.747 1.245 0.08 0.10 -0.02 -0.004
O -1.407 -2.687 1.130 0.38 -0.40 -0.11 -0.169

***

24
Properties=species:S:1:pos:R:3:forces:R:3:lowdin_charge:R:1 method="wB97M-V/def2-TZVPD" orbital_gap_ev="4.03 / 4.03" e_homo_ev="-5.2 / -5.2" spin_multiplicity=1 relative_energy_ev=0.691 lumo_ev="-1.187 / -1.187"
C 2.131 1.473 -0.411 -0.09 0.03 -0.52 -0.255
C 3.174 0.623 -0.870 -0.80 -0.51 -0.39 -0.223
C 2.800 0.125 -2.151 -0.55 0.40 0.26 -0.208
C 1.546 0.724 -2.509 0.33 0.00 0.41 -0.217
C 1.142 1.592 -1.456 0.65 -0.74 0.52 -0.231
Ga -1.045 0.856 1.803 3.76 -2.24 -1.51 0.518
P -2.495 2.230 2.962 -2.45 1.67 0.92 0.620
H 2.128 1.998 0.540 0.04 0.13 -0.15 0.038
H 4.094 0.337 -0.359 -0.32 0.21 0.04 0.057
H 3.386 -0.606 -2.727 -0.38 0.49 0.15 0.060
H 0.273 2.263 -1.443 0.34 -0.33 -0.05 0.050
H 0.981 0.568 -3.430 0.29 0.03 0.20 0.054
H -2.951 3.204 2.000 -0.18 -0.18 1.00 -0.067
H -1.818 2.957 4.005 -0.63 -0.35 -0.60 -0.058
H -3.630 1.559 3.543 0.25 0.97 -0.04 -0.074
C -1.927 -2.832 -0.281 -0.18 -0.14 0.20 0.009
C -1.141 -1.657 0.224 0.45 1.02 -0.08 -0.547
N 0.152 -1.831 0.553 -0.56 0.25 -0.53 0.199
O -1.711 -0.523 0.308 -0.06 -1.08 0.25 -0.209
H -1.363 -3.765 -0.236 -0.03 0.11 -0.03 0.083
H -2.228 -2.640 -1.314 0.13 0.06 0.10 0.102
H -2.849 -2.940 0.305 0.26 0.08 -0.09 0.094
H 0.758 -1.001 0.634 -0.17 -0.34 -0.19 0.079
H 0.593 -2.714 0.310 -0.09 0.46 0.13 0.126

***

27
Properties=species:S:1:pos:R:3:forces:R:3:lowdin_charge:R:1 method="wB97M-V/def2-TZVPD" orbital_gap_ev="9.17 / 6.42" e_homo_ev="-13.1 / -13.5" spin_multiplicity=2 relative_energy_ev=0.998 total_charge=+1 lumo_ev="-3.877 / -7.035"
C -0.593 0.656 2.525 0.10 0.01 1.54 0.009
C 2.025 -1.262 0.702 -0.56 -0.04 0.63 -0.140
C 0.654 -0.809 0.877 3.88 -1.31 -0.54 -0.131
C 0.588 -0.094 2.068 -1.40 0.24 0.08 -0.143
C 1.846 -0.147 2.676 3.08 -1.96 -1.19 0.083
C 2.470 -1.831 -0.470 0.15 -0.20 0.16 0.040
C 1.575 -1.892 -1.574 0.51 0.44 0.21 -0.017
C -0.154 -1.067 -0.187 -3.98 1.97 -0.51 0.018
C 0.287 -1.425 -1.452 -0.62 -1.08 -0.74 -0.046
N 2.697 -0.936 1.920 -1.89 0.86 -0.68 0.151
H 3.640 -1.257 2.101 -0.07 0.48 0.40 0.177
H 3.464 -2.245 -0.625 -0.05 0.28 0.33 0.128
H 2.337 0.311 3.510 -0.61 0.31 0.66 0.148
H 1.932 -2.246 -2.540 0.00 -0.02 0.32 0.128
H -1.222 -0.754 0.011 1.01 -0.56 -0.82 0.147
H -0.268 1.642 2.832 -0.16 0.62 -0.45 0.104
H -0.982 0.302 3.491 0.18 -0.46 -0.16 0.114
H -0.374 -1.498 -2.350 0.40 0.22 1.20 0.135
H -1.438 0.649 1.857 0.04 0.22 -0.45 0.082
C -1.971 2.323 -1.553 1.03 0.28 -2.13 -0.174
C -2.750 1.188 -2.194 0.42 -0.74 -1.52 -0.174
H -0.954 2.159 -1.942 0.21 0.06 0.88 0.063
H -2.131 3.301 -2.014 -0.78 0.01 0.47 0.068
H -2.015 2.367 -0.490 0.07 0.07 0.76 0.042
H -3.584 0.810 -1.616 -0.38 0.21 -0.10 0.056
H -2.032 0.335 -2.290 -0.70 0.35 0.03 0.034
H -3.048 1.422 -3.274 0.15 -0.27 1.64 0.098

***

36
Properties=species:S:1:pos:R:3:forces:R:3:lowdin_charge:R:1 method="wB97M-V/def2-TZVPD" orbital_gap_ev="5.05 / 5.07" e_homo_ev="-14.1 / -14.1" spin_multiplicity=3 relative_energy_ev=3.680 total_charge=+2 lumo_ev="-9.056 / -9.042"
C 4.568 -0.704 -6.369 0.11 0.07 -0.14 -0.105
C 3.884 0.108 -5.319 0.29 3.94 0.13 -0.779
H 5.126 -0.043 -7.049 -0.25 -0.19 0.32 0.104
H 3.817 -1.276 -6.920 0.07 0.02 0.05 0.087
H 5.243 -1.414 -5.885 -0.06 0.03 -0.05 0.088
O 3.905 1.321 -5.178 -0.27 -4.03 -0.20 0.015
I 2.728 -1.156 -3.907 0.02 0.24 0.00 0.711
Tm 0.072 -0.093 -0.004 4.80 -7.69 -1.01 0.835
P -1.883 0.067 -1.452 -2.84 0.05 -2.30 0.639
C -2.944 1.512 -1.318 -0.21 0.49 0.19 -0.240
C -1.398 -0.020 -3.193 0.39 0.07 -0.17 -0.236
H -2.391 -2.282 -1.311 -0.18 0.19 -0.04 0.047
H -3.777 -1.335 -1.948 0.12 0.03 0.10 0.078
H -3.401 -1.331 -0.196 0.03 -0.02 -0.23 0.062
C -2.972 -1.358 -1.206 -0.01 -0.31 0.37 -0.223
H -0.768 -0.903 -3.350 -0.17 0.18 -0.04 0.020
H -2.294 -0.079 -3.819 0.10 0.04 0.08 0.078
H -3.769 1.428 -2.031 0.06 0.12 0.12 0.076
H -2.370 2.423 -1.527 -0.19 -0.13 -0.08 0.065
H -0.817 0.871 -3.463 -0.14 -0.18 -0.07 0.067
H -3.346 1.593 -0.300 -0.05 -0.03 -0.23 0.065
C -0.416 1.685 0.804 -1.68 6.24 2.33 -0.132
O -0.658 2.647 1.274 -0.61 1.91 1.03 0.312
Cl 0.531 -2.114 -1.018 0.41 -1.38 -0.76 0.066
C -2.159 -2.003 3.961 -0.55 -0.26 -0.31 0.031
N -0.850 -1.329 3.900 0.48 0.39 -0.52 -0.126
C -0.057 -1.161 5.115 1.03 0.35 0.73 0.007
C -0.371 -0.853 2.784 -1.90 -0.75 -1.06 -0.234
O -1.018 -0.952 1.645 1.00 0.69 1.35 -0.221
H -2.392 -2.325 4.989 0.40 0.28 -0.48 0.113
H -2.143 -2.890 3.308 -0.05 0.40 0.21 0.119
H -2.942 -1.304 3.626 0.30 -0.32 0.06 0.114
H 0.920 -1.661 4.983 -0.47 0.19 0.20 0.117
H 0.114 -0.084 5.291 -0.09 -0.53 0.06 0.114
H -0.552 -1.586 5.999 0.05 0.13 -0.56 0.112
H 0.594 -0.332 2.732 0.05 -0.25 0.94 0.154

***

14
Properties=species:S:1:pos:R:3:forces:R:3:lowdin_charge:R:1 method="wB97M-V/def2-TZVPD" orbital_gap_ev=9.36 e_homo_ev=-8.6 spin_multiplicity=1 relative_energy_ev=4.326 lumo_ev=0.716
C 1.300 1.018 0.377 0.20 -0.31 0.08 -0.068
C 0.596 -2.137 -0.509 -0.12 -0.21 -0.23 0.038
O -0.146 -1.714 0.452 0.16 -0.03 0.17 -0.147
C -1.299 -0.855 0.223 -0.37 0.04 -0.07 -0.234
O -1.061 0.409 0.677 -0.08 -0.04 0.05 -0.094
C -0.140 1.187 -0.092 0.15 0.03 -0.12 -0.236
H 1.382 1.311 1.427 0.02 0.06 -0.13 0.082
H 1.951 1.657 -0.229 -0.06 -0.05 0.14 0.080
H 0.078 -1.820 -1.462 0.17 0.02 -0.03 0.007
H 1.676 -0.023 0.307 -0.30 0.65 -0.09 0.060
H -2.103 -1.282 0.821 0.00 0.07 -0.05 0.142
H -1.516 -0.894 -0.859 0.09 0.00 0.18 0.128
H -0.476 2.223 0.035 0.16 -0.18 -0.02 0.122
H -0.238 0.937 -1.158 -0.04 -0.04 0.13 0.119

***

10
Properties=species:S:1:pos:R:3:forces:R:3:lowdin_charge:R:1 method="wB97M-V/def2-TZVPD" orbital_gap_ev=10.60 e_homo_ev=-9.8 spin_multiplicity=1 relative_energy_ev=1.795 lumo_ev=0.804
C -0.955 0.312 0.182 4.12 -0.90 -0.08 -0.097
N 0.135 -0.639 0.625 -1.98 2.01 -0.08 -0.269
O 2.499 -1.204 1.182 0.78 -0.54 -0.43 -0.424
P 1.690 -0.369 0.287 0.80 0.07 -2.95 0.501
H -0.857 0.317 -0.867 0.33 0.80 -1.60 0.045
H -1.890 -0.065 0.254 -2.92 -1.18 1.32 0.040
H -0.765 1.277 0.615 -0.43 0.39 0.19 0.074
H -0.033 -1.505 1.088 -0.31 -0.25 0.47 0.084
H 1.607 -0.483 -1.414 0.58 -0.06 2.89 0.042
H 2.192 0.983 0.285 -0.98 -0.35 0.27 0.005